[1]
C3H13N2O | ωB97M-V/def2-TZVPD

Structure (ORCA input):
```
! RIJCOSX wB97M-V def2-TZVPD def2/J DEFGRID3
* xyz 1 1
N 1.183 -0.739 -0.779
C 0.078 0.307 -1.103
C 0.364 1.655 -0.518
C -1.313 -0.175 -0.645
N -1.425 -0.467 0.787
H 1.056 -1.507 -1.442
H 1.153 -1.084 0.219
H 2.105 -0.303 -0.861
H -0.158 0.185 -2.228
H 0.656 1.695 0.545
H -0.507 2.313 -0.534
H 1.269 2.142 -0.863
H -2.097 0.549 -0.910
H -1.422 -1.149 -1.111
H -1.885 0.079 1.484
H -1.453 -1.439 1.052
H 1.169 -0.848 2.994
H 0.183 -0.406 1.866
O 1.046 -0.809 2.047
*
```

Output
ΔE to the lowest compared entry with this formula, charge and spin: 101.9 kJ/mol
LUMO: -3.250 eV
gap between HOMO and LUMO: 10.46 eV
energy: -306.5969 Eh

***

[2]
C3H13N2O | ωB97M-V/def2-TZVPD

Structure (ORCA input):
```
! RIJCOSX wB97M-V def2-TZVPD def2/J DEFGRID3
* xyz 1 1
N 0.396 -0.917 0.083
C -0.101 0.514 -0.410
C 0.884 1.085 -1.345
C -0.186 1.314 0.863
N 1.144 1.193 1.553
H 0.835 -1.471 -0.699
H -0.262 -1.562 0.506
H 0.874 -0.577 1.120
H -1.068 0.115 -0.814
H 1.916 1.253 -0.975
H 0.653 2.130 -1.698
H 0.617 0.569 -2.266
H -0.650 2.410 0.608
H -0.978 0.735 1.495
H 1.624 2.072 1.612
H 0.918 0.757 2.456
H -2.535 -3.166 -0.648
H -1.444 -2.712 -1.547
O -1.857 -2.495 -0.657
*
```

Output
ΔE to the lowest compared entry with this formula, charge and spin: 233.4 kJ/mol
LUMO: -3.254 eV
gap between HOMO and LUMO: 11.16 eV
energy: -306.5468 Eh

***

[3]
C3H13N2O | ωB97M-V/def2-TZVPD

Structure (ORCA input):
```
! RIJCOSX wB97M-V def2-TZVPD def2/J DEFGRID3
* xyz 1 1
N -1.571 -2.155 0.131
C -0.175 0.669 -0.756
C 0.337 -0.673 -0.842
C 0.624 1.803 -0.508
N 2.057 1.480 -0.342
H -2.436 -1.917 -0.428
H -1.765 -2.675 0.888
H -1.631 -0.327 3.024
H -1.393 0.923 -0.901
H 1.229 -1.072 -0.355
H -0.376 -1.404 -0.323
H -0.065 -1.129 -1.824
H 0.171 2.721 -0.512
H 1.980 -0.476 -2.504
H 2.308 1.674 0.563
H 2.729 1.490 -1.008
H -2.321 0.352 4.449
H 1.861 0.311 -2.613
O -1.564 0.405 3.860
*
```

Output
ΔE to the lowest compared entry with this formula, charge and spin: 1039.2 kJ/mol
LUMO: -8.491 eV
gap between HOMO and LUMO: 5.59 eV
energy: -306.2399 Eh

***

[4]
C3H13N2O2Pb | ωB97M-V/def2-TZVPD

Structure (ORCA input):
```
! RIJCOSX wB97M-V def2-TZVPD def2/J DEFGRID3
* xyz -1 1
C 2.961 2.074 -2.107
Pb 1.558 0.479 -1.720
N -0.217 1.911 -0.829
H 2.538 -0.873 -0.669
H 0.314 -0.263 -2.770
H 3.587 1.662 -2.882
H 3.265 2.731 -1.250
H 2.139 2.602 -2.651
H -0.657 1.582 0.076
H -1.047 1.945 -1.427
H 0.026 2.872 -0.623
N -1.644 -2.748 1.591
C -1.722 -1.417 2.236
C -0.910 -0.512 1.308
O -1.056 0.740 1.518
O -0.233 -1.080 0.408
H -2.511 -2.939 1.078
H -1.520 -3.506 2.258
H -0.825 -2.703 0.925
H -2.764 -1.107 2.296
H -1.283 -1.449 3.234
*
```

Output
ΔE to the lowest compared entry with this formula, charge and spin: 73.7 kJ/mol
LUMO (alpha / beta): 3.133 / 3.016 eV
gap between HOMO and LUMO (alpha / beta): 4.42 / 3.23 eV
energy: -574.7365 Eh

***

[5]
C3H13N2O2Zr | ωB97M-V/def2-TZVPD

Structure (ORCA input):
```
! RIJCOSX wB97M-V def2-TZVPD def2/J DEFGRID3
* xyz 1 1
C -1.733 -2.344 -2.543
Zr -0.561 -1.047 -1.100
N -0.757 -2.443 0.805
H -1.291 0.481 -1.450
H 0.294 -2.277 -2.195
H -1.695 -1.970 -3.572
H -2.766 -2.174 -2.221
H -1.589 -3.422 -2.551
H -1.168 -1.919 1.591
H 0.184 -2.736 1.111
H -1.304 -3.291 0.682
N 1.522 3.363 1.335
C 1.341 1.937 1.667
C 0.751 1.352 0.397
O 0.612 2.086 -0.602
O 0.432 0.104 0.504
H 1.537 3.382 0.296
H 2.374 3.674 1.798
H 0.736 3.978 1.673
H 2.342 1.522 1.825
H 0.736 1.742 2.552
*
```

Output
ΔE to the lowest compared entry with this formula, charge and spin: 333.6 kJ/mol
LUMO: -3.385 eV
gap between HOMO and LUMO: 7.49 eV
energy: -428.8224 Eh

***

[6]
C3H13N2OS2 | ωB97M-V/def2-TZVPD

Structure (ORCA input):
```
! RIJCOSX wB97M-V def2-TZVPD def2/J DEFGRID3
* xyz 0 2
S -3.873 -1.653 1.889
S -2.451 -0.533 1.393
C -1.368 -1.063 0.087
C -0.546 0.124 -0.203
C 0.074 0.061 -1.728
N 0.519 1.369 -2.268
N 0.725 0.235 0.716
H -4.849 -1.249 1.196
H -1.901 -1.386 -0.854
H -0.703 -2.070 0.368
H -1.018 1.191 -0.260
H -0.798 -0.124 -2.436
H 0.984 -0.617 -1.755
H 0.966 1.312 -3.165
H 1.148 1.944 -1.765
H 1.385 -0.545 0.528
H 0.433 0.105 1.680
H 1.181 1.200 0.680
H 3.186 1.186 2.463
H 3.924 0.051 1.597
O 2.984 0.462 1.836
*
```

Output
ΔE to the lowest compared entry with this formula, charge and spin: 348.4 kJ/mol
LUMO (alpha / beta): 0.513 / 0.498 eV
gap between HOMO and LUMO (alpha / beta): 3.72 / 9.93 eV
energy: -1103.0273 Eh

***

Listing maximum force for the structures above in their given order: 2.22, 4.22, 7.11, 4.20, 3.08, 5.58 eV/A.